{"formula": "C43H99N14O17", "method": "wB97M-V/def2-TZVPD", "max_force_ev_per_a": 4.4, "e_above_lowest_kj_mol": 0.00, "orbital_gap_ha": 0.302, "charge": -1, "spin_multiplicity": 1, "symbols": ["O", "C", "O", "O", "H", "C", "C", "O", "N", "C", "H", "H", "H", "H", "H", "H", "H", "C", "C", "O", "N", "C", "H", "H", "H", "H", "H", "H", "H", "C", "C", "O", "N", "C", "H", "H", "H", "H", "H", "H", "H", "C", "C", "O", "N", "C", "H", "H", "H", "H", "H", "H", "H", "C", "C", "O", "N", "C", "H", "H", "H", "H", "H", "H", "H", "C", "C", "O", "N", "C", "H", "H", "H", "H", "H", "H", "H", "C", "C", "O", "N", "C", "H", "H", "H", "H", "H", "H", "H", "C", "C", "O", "N", "C", "H", "H", "H", "H", "H", "H", "H", "C", "C", "O", "N", "C", "H", "H", "H", "H", "H", "H", "H", "C", "C", "O", "N", "C", "H", "H", "H", "H", "H", "H", "H", "C", "C", "O", "N", "C", "H", "H", "H", "H", "H", "H", "H", "C", "C", "O", "N", "C", "H", "H", "H", "H", "H", "H", "H", "C", "C", "O", "N", "C", "H", "H", "H", "H", "H", "H", "H", "C", "C", "O", "N", "C", "H", "H", "H", "H", "H", "H", "H"], "positions_angstrom": [[1.748, -0.260, 0.198], [0.985, 0.772, -0.215], [1.439, 1.929, -0.245], [-0.232, 0.545, -0.428], [0.911, -0.702, 0.040], [-5.593, 2.011, 0.149], [-6.036, 2.886, -1.026], [-5.421, 2.823, -2.099], [-6.961, 3.810, -0.726], [-7.435, 4.768, -1.737], [-6.372, 1.930, 0.907], [-4.712, 2.528, 0.530], [-5.254, 1.015, -0.138], [-7.315, 4.002, 0.201], [-7.070, 4.612, -2.753], [-7.290, 5.800, -1.419], [-8.512, 4.603, -1.723], [2.335, -2.411, -2.165], [2.815, -3.005, -3.490], [2.009, -3.022, -4.415], [4.018, -3.571, -3.598], [4.503, -4.260, -4.769], [1.698, -1.534, -2.277], [3.160, -2.264, -1.468], [1.715, -3.204, -1.748], [4.614, -3.406, -2.799], [4.541, -3.578, -5.618], [3.880, -5.127, -4.989], [5.533, -4.611, -4.712], [4.909, -0.624, 1.170], [4.331, -1.876, 1.801], [3.725, -1.826, 2.862], [4.463, -3.085, 1.139], [3.780, -4.345, 1.529], [5.640, -0.098, 1.784], [4.081, 0.001, 0.834], [5.339, -0.885, 0.203], [4.963, -3.153, 0.265], [3.336, -4.325, 2.525], [4.547, -5.107, 1.662], [3.054, -4.569, 0.747], [-5.645, -3.513, 0.464], [-4.519, -2.653, -0.101], [-3.990, -2.855, -1.195], [-4.267, -1.535, 0.646], [-3.144, -0.648, 0.313], [-6.378, -2.818, 0.874], [-5.457, -4.060, 1.388], [-5.958, -4.168, -0.349], [-4.750, -1.329, 1.509], [-3.028, 0.085, 1.111], [-3.416, -0.212, -0.649], [-2.258, -1.269, 0.180], [2.803, 3.061, -7.363], [2.674, 2.121, -6.217], [3.663, 1.415, -5.942], [1.621, 2.068, -5.425], [1.476, 1.129, -4.239], [2.108, 3.900, -7.340], [2.663, 2.548, -8.314], [3.836, 3.388, -7.483], [0.855, 2.668, -5.696], [0.582, 0.536, -4.430], [1.362, 1.578, -3.253], [2.218, 0.330, -4.254], [0.628, -3.401, 4.652], [0.656, -4.400, 3.517], [0.839, -5.593, 3.826], [0.544, -4.057, 2.231], [0.655, -2.711, 1.624], [0.450, -2.363, 4.371], [1.596, -3.404, 5.155], [-0.052, -3.724, 5.440], [0.635, -4.832, 1.590], [-0.336, -2.364, 1.332], [1.204, -2.667, 0.683], [1.126, -1.996, 2.299], [-0.928, 2.667, 2.822], [-1.563, 3.583, 1.780], [-2.254, 4.564, 2.143], [-1.280, 3.346, 0.499], [-1.802, 4.228, -0.582], [-0.083, 3.153, 3.311], [-0.588, 1.716, 2.413], [-1.601, 2.401, 3.637], [-0.688, 2.572, 0.234], [-1.016, 4.283, -1.334], [-2.013, 5.237, -0.228], [-2.731, 3.876, -1.031], [-2.101, 5.599, -5.284], [-0.705, 5.034, -5.192], [-0.322, 4.271, -6.059], [-0.071, 5.391, -4.069], [1.260, 4.882, -3.774], [-2.121, 6.689, -5.255], [-2.643, 5.084, -4.491], [-2.613, 5.309, -6.201], [-0.541, 5.972, -3.389], [1.682, 5.578, -3.050], [1.850, 4.927, -4.690], [1.130, 3.855, -3.434], [1.635, 5.418, 1.516], [2.623, 4.603, 2.254], [3.340, 5.110, 3.105], [2.680, 3.320, 1.948], [3.501, 2.322, 2.634], [0.852, 5.681, 2.227], [1.247, 4.847, 0.673], [2.062, 6.372, 1.206], [2.060, 2.880, 1.283], [2.951, 1.388, 2.744], [3.769, 2.602, 3.653], [4.386, 2.136, 2.026], [-2.898, -3.390, 3.802], [-2.702, -2.702, 5.139], [-1.779, -1.932, 5.308], [-3.668, -2.906, 6.054], [-3.539, -2.423, 7.394], [-2.592, -4.414, 4.014], [-2.067, -2.990, 3.221], [-3.908, -3.336, 3.397], [-4.338, -3.642, 5.883], [-4.278, -2.889, 8.046], [-3.781, -1.361, 7.420], [-2.492, -2.545, 7.671], [4.422, 0.634, -2.454], [5.086, 1.764, -1.662], [6.283, 1.814, -1.743], [4.299, 2.689, -1.076], [4.708, 3.944, -0.383], [5.066, -0.179, -2.119], [4.410, 0.904, -3.510], [3.411, 0.392, -2.126], [3.317, 2.456, -1.040], [5.603, 4.367, -0.840], [4.890, 3.783, 0.680], [3.881, 4.654, -0.401], [-1.492, -1.732, -2.973], [-2.089, -0.545, -3.645], [-2.817, -0.862, -4.583], [-1.849, 0.673, -3.106], [-2.588, 1.918, -3.470], [-0.550, -2.043, -3.425], [-2.213, -2.550, -2.955], [-1.055, -1.499, -2.002], [-1.202, 0.748, -2.334], [-1.918, 2.574, -4.025], [-2.905, 2.432, -2.563], [-3.491, 1.615, -4.001], [-1.409, 0.686, 6.906], [0.061, 0.917, 6.578], [0.764, 1.802, 7.050], [0.478, 0.121, 5.570], [1.825, 0.132, 4.951], [-2.082, 0.928, 6.084], [-1.638, 1.381, 7.714], [-1.540, -0.347, 7.230], [-0.161, -0.581, 5.225], [2.334, -0.778, 5.266], [2.387, 1.050, 5.124], [1.687, 0.049, 3.873], [-1.341, -5.059, -0.138], [-0.223, -6.104, -0.273], [0.884, -5.695, -0.415], [-0.615, -7.372, -0.185], [0.290, -8.501, -0.161], [-0.999, -4.051, 0.101], [-2.050, -5.404, 0.614], [-1.848, -5.006, -1.101], [-1.609, -7.534, -0.114], [0.115, -9.081, 0.745], [1.330, -8.184, -0.245], [-0.038, -9.128, -0.990]]}